[1]
Molecular formula: C19H11F5MnN4O3S
Method: DFT, ωB97M-V/def2-TZVPD

Cartesian coordinates (Å):
1 Mn 0.187 -1.054 0.770
2 O 1.392 -2.443 -0.246
3 N 1.201 -2.554 -1.500
4 N 0.287 -1.797 -1.955
5 O -0.404 -0.977 -1.191
6 C -0.007 -1.817 -3.361
7 C -0.997 -0.969 -3.829
8 C -1.292 -0.965 -5.185
9 C -0.606 -1.796 -6.056
10 C 0.382 -2.641 -5.567
11 C 0.690 -2.660 -4.218
12 H -1.520 -0.332 -3.133
13 H -2.064 -0.305 -5.558
14 H -0.840 -1.789 -7.112
15 H 0.920 -3.294 -6.242
16 H 1.457 -3.313 -3.830
17 F -5.264 1.347 4.021
18 C -4.181 0.664 3.640
19 C -3.615 0.881 2.397
20 F -4.144 1.783 1.569
21 C -2.498 0.163 2.026
22 F -1.929 0.397 0.819
23 C -1.896 -0.800 2.841
24 O -0.832 -1.478 2.458
25 C -2.485 -0.976 4.097
26 F -1.938 -1.851 4.952
27 C -3.605 -0.265 4.488
28 F -4.137 -0.471 5.694
29 N 1.258 -0.218 3.849
30 C 1.699 0.616 2.902
31 N 1.475 0.459 1.617
32 C 2.094 1.470 0.876
33 C 2.045 1.593 -0.508
34 C 2.714 2.649 -1.105
35 C 3.424 3.575 -0.342
36 C 3.475 3.462 1.038
37 C 2.803 2.404 1.629
38 S 2.677 2.000 3.322
39 H 0.551 -0.910 3.588
40 H 1.395 0.008 4.817
41 H 1.485 0.879 -1.100
42 H 2.683 2.756 -2.181
43 H 3.938 4.392 -0.829
44 H 4.021 4.180 1.635

Atoms 1-3, force components in eV/Å:
Mn 0.01 -0.15 -0.09
O -0.02 0.00 0.08
N 0.02 0.00 -0.01

Results
Relative energy (zero: lowest compared OMol25 entry of this formula, charge and spin) = 1.9 kJ/mol
HOMO (alpha / beta) = -8.418 / -8.546 eV
E = -87726.4821 eV
LUMO level (alpha / beta) = 0.25 / 0.20 eV
Orbital gap (alpha / beta) = 8.67 / 8.75 eV
2S+1 = 6

---

[2]
Molecular formula: C6H15NO2
Method: DFT, ωB97M-V/def2-TZVPD

Cartesian coordinates (Å):
1 C -0.730 -0.864 -1.686
2 C 0.431 -1.816 -1.922
3 N 1.558 -0.134 1.104
4 O 0.898 -0.897 2.094
5 H 0.842 -0.335 2.879
6 H 1.769 -0.786 0.353
7 H -0.933 -0.275 -2.578
8 H -1.630 -1.418 -1.434
9 H 0.642 -2.397 -1.025
10 H 1.331 -1.272 -2.206
11 H 0.199 -2.515 -2.724
12 C 0.956 1.052 0.678
13 C -2.119 0.287 1.842
14 C 1.706 1.627 -0.494
15 C -1.729 1.019 0.588
16 O -2.520 1.483 -0.186
17 H 0.758 1.735 1.494
18 H -0.518 -0.177 -0.869
19 H -1.793 0.874 2.699
20 H -3.203 0.148 1.890
21 H -1.612 -0.673 1.874
22 H 1.095 2.362 -1.011
23 H 1.983 0.848 -1.199
24 H 2.620 2.125 -0.160

Atoms 1-3, force components in eV/Å:
C 0.18 -0.13 -0.07
C -0.14 0.04 -0.06
N 0.05 0.10 -0.11

Results
Relative energy (zero: lowest compared OMol25 entry of this formula, charge and spin) = 580.7 kJ/mol
HOMO (alpha / beta) = -7.461 / -6.963 eV
E = -12045.3928 eV
LUMO level (alpha / beta) = 0.77 / 0.53 eV
Orbital gap (alpha / beta) = 8.24 / 7.49 eV

---

[3]
Molecular formula: C36H33BF5GdN10O4P
Method: DFT, ωB97M-V/def2-TZVPD

Cartesian coordinates (Å):
1 Gd 0.220 0.711 -0.126
2 C 3.712 2.315 2.182
3 C 2.321 2.316 2.111
4 N 1.908 2.157 0.850
5 N 3.026 2.050 0.099
6 C 4.115 2.141 0.871
7 B 3.037 1.957 -1.448
8 N 2.977 0.512 -1.921
9 C 3.661 -0.040 -2.963
10 C 3.293 -1.300 -3.234
11 C 2.247 -1.706 -2.227
12 N 1.970 -0.418 -1.521
13 N 1.817 2.768 -2.003
14 C 1.886 3.726 -2.936
15 C 0.602 4.136 -3.248
16 C -0.210 3.355 -2.432
17 N 0.526 2.531 -1.683
18 H 4.335 2.436 3.050
19 H 1.614 2.450 2.915
20 H 5.103 2.078 0.446
21 H 4.038 2.452 -1.872
22 H 4.406 0.556 -3.468
23 H 3.684 -1.967 -3.983
24 H 1.317 -2.043 -2.685
25 H 2.835 4.055 -3.326
26 H 0.306 4.891 -3.955
27 H -1.288 3.344 -2.361
28 O -1.064 -2.173 6.847
29 N -1.040 -0.960 6.811
30 O -1.105 -0.252 7.794
31 C -0.964 -0.289 5.507
32 C -1.320 1.021 5.504
33 C -1.305 1.793 4.317
34 C -1.665 3.155 4.295
35 C -1.609 3.836 3.109
36 C -1.188 3.159 1.958
37 N -0.847 1.886 1.953
38 C -0.907 1.197 3.108
39 C -0.544 -0.204 3.097
40 N -0.207 -0.732 1.900
41 C 0.142 -2.006 1.842
42 C 0.201 -2.822 2.968
43 C -0.145 -2.307 4.192
44 C -0.558 -0.960 4.293
45 H -1.622 1.475 6.438
46 H -1.966 3.639 5.215
47 H -1.867 4.885 3.054
48 H -1.112 3.676 1.007
49 H 0.401 -2.386 0.860
50 H 0.513 -3.853 2.877
51 H -0.103 -2.928 5.068
52 C -3.587 -1.657 0.712
53 P -3.546 0.111 0.291
54 C -4.162 0.978 1.757
55 C -4.781 0.421 -0.992
56 O -2.184 0.567 -0.151
57 H -4.008 -2.239 -0.108
58 H -4.197 -1.820 1.600
59 H -2.569 -1.990 0.904
60 H -5.213 0.734 1.915
61 H -4.060 2.053 1.604
62 H -3.592 0.683 2.638
63 H -5.700 -0.136 -0.806
64 H -4.367 0.142 -1.960
65 H -5.011 1.487 -1.001
66 C -2.448 -0.815 -6.373
67 C -1.825 -0.652 -5.022
68 C -2.362 -1.243 -3.884
69 C -1.750 -1.051 -2.659
70 N -0.647 -0.320 -2.482
71 C -0.105 0.211 -3.585
72 C -0.654 0.081 -4.846
73 H -3.505 -1.066 -6.298
74 H -1.951 -1.621 -6.918
75 H -2.338 0.095 -6.961
76 H -3.251 -1.859 -3.958
77 H -2.158 -1.519 -1.771
78 H 0.823 0.751 -3.459
79 H -0.164 0.550 -5.690
80 F 3.689 -5.713 1.497
81 C 3.368 -4.779 0.610
82 C 2.250 -4.933 -0.190
83 F 1.483 -6.018 -0.072
84 C 1.923 -3.939 -1.096
85 F 0.804 -4.099 -1.822
86 C 2.687 -2.792 -1.254
87 O 1.823 -0.560 -0.161
88 C 3.801 -2.662 -0.434
89 F 4.556 -1.571 -0.477
90 C 4.144 -3.639 0.487
91 F 5.207 -3.480 1.271

Atoms 1-3, force components in eV/Å:
Gd -1.70 0.63 -0.82
C 0.01 -0.02 0.02
C 0.05 -0.01 0.04

Results
Relative energy (zero: lowest compared OMol25 entry of this formula, charge and spin) = 377.4 kJ/mol
HOMO (alpha / beta) = -9.202 / -8.845 eV
Total charge = +1
E = -105341.5060 eV
LUMO level (alpha / beta) = -3.76 / -5.05 eV
Orbital gap (alpha / beta) = 5.45 / 3.79 eV
2S+1 = 8

---

[4]
Molecular formula: C5H4S
Method: DFT, ωB97M-V/def2-TZVPD

Cartesian coordinates (Å):
1 C -0.809 -0.370 0.821
2 C 0.569 0.157 1.058
3 C 1.161 0.519 -0.083
4 C 0.171 0.232 -1.238
5 C -0.957 -0.245 -0.692
6 H 1.023 -0.034 2.025
7 H 2.201 0.727 -0.253
8 H 0.337 0.459 -2.290
9 H -1.902 -0.426 -1.177
10 S -1.795 -1.020 1.828

Atoms 1-3, force components in eV/Å:
C 2.34 1.47 -3.31
C 0.21 -0.57 0.69
C -1.15 -1.19 -1.08

Results
Relative energy (zero: lowest compared OMol25 entry of this formula, charge and spin) = 26.3 kJ/mol
HOMO = -8.932 eV
Structure (SMILES) = S=C1C=CC=C1
E = -16083.0569 eV
LUMO level = -1.24 eV
Orbital gap = 7.69 eV